{"formula": "C78H217N13O37", "method": "ωB97M-V/def2-TZVPD", "orbital_gap_ev": 8.2, "max_force_ha_per_bohr": 0.07090, "lumo_energy_ev": 0.15, "relative_energy_kcal_mol": 30.8, "species": ["O", "H", "H", "O", "H", "H", "O", "H", "H", "O", "H", "H", "O", "H", "H", "O", "H", "H", "O", "H", "H", "O", "H", "H", "O", "H", "H", "O", "H", "H", "O", "H", "H", "C", "O", "C", "C", "N", "C", "C", "O", "C", "H", "H", "H", "H", "H", "H", "H", "H", "H", "H", "H", "H", "H", "H", "H", "C", "O", "C", "C", "N", "C", "C", "O", "C", "H", "H", "H", "H", "H", "H", "H", "H", "H", "H", "H", "H", "H", "H", "H", "C", "O", "C", "C", "N", "C", "C", "O", "C", "H", "H", "H", "H", "H", "H", "H", "H", "H", "H", "H", "H", "H", "H", "H", "C", "O", "C", "C", "N", "C", "C", "O", "C", "H", "H", "H", "H", "H", "H", "H", "H", "H", "H", "H", "H", "H", "H", "H", "C", "O", "C", "C", "N", "C", "C", "O", "C", "H", "H", "H", "H", "H", "H", "H", "H", "H", "H", "H", "H", "H", "H", "H", "C", "O", "C", "C", "N", "C", "C", "O", "C", "H", "H", "H", "H", "H", "H", "H", "H", "H", "H", "H", "H", "H", "H", "H", "C", "O", "C", "C", "N", "C", "C", "O", "C", "H", "H", "H", "H", "H", "H", "H", "H", "H", "H", "H", "H", "H", "H", "H", "C", "O", "C", "C", "N", "C", "C", "O", "C", "H", "H", "H", "H", "H", "H", "H", "H", "H", "H", "H", "H", "H", "H", "H", "C", "O", "C", "C", "N", "C", "C", "O", "C", "H", "H", "H", "H", "H", "H", "H", "H", "H", "H", "H", "H", "H", "H", "H", "C", "O", "C", "C", "N", "C", "C", "O", "C", "H", "H", "H", "H", "H", "H", "H", "H", "H", "H", "H", "H", "H", "H", "H", "C", "O", "C", "C", "N", "C", "C", "O", "C", "H", "H", "H", "H", "H", "H", "H", "H", "H", "H", "H", "H", "H", "H", "H", "C", "O", "C", "C", "N", "C", "C", "O", "C", "H", "H", "H", "H", "H", "H", "H", "H", "H", "H", "H", "H", "H", "H", "H", "C", "O", "C", "C", "N", "C", "C", "O", "C", "H", "H", "H", "H", "H", "H", "H", "H", "H", "H", "H", "H", "H", "H", "H"], "positions_angstrom": [[15.713, 19.340, 11.257], [15.161, 19.388, 12.038], [16.514, 18.910, 11.556], [18.904, 15.563, 21.236], [19.075, 16.070, 20.442], [19.182, 16.136, 21.951], [11.462, 18.942, 22.064], [12.140, 19.382, 22.577], [11.044, 18.343, 22.683], [20.602, 19.593, 19.915], [20.113, 18.863, 19.534], [21.245, 19.178, 20.489], [12.142, 13.334, 11.998], [12.217, 12.571, 11.426], [12.876, 13.252, 12.606], [10.759, 21.742, 18.446], [9.828, 21.963, 18.464], [10.827, 20.947, 18.976], [11.852, 23.705, 16.939], [12.806, 23.632, 16.962], [11.541, 22.969, 17.466], [16.198, 21.901, 9.676], [16.180, 20.968, 9.891], [15.902, 21.943, 8.767], [11.378, 19.294, 19.508], [11.349, 19.243, 20.464], [12.267, 19.023, 19.280], [16.726, 14.621, 19.925], [16.970, 13.711, 19.756], [17.401, 14.944, 20.523], [19.529, 17.219, 18.706], [19.890, 16.847, 17.901], [18.581, 17.184, 18.583], [20.907, 11.831, 15.759], [21.955, 12.693, 16.052], [21.970, 13.306, 17.316], [20.840, 14.491, 17.301], [21.141, 15.722, 16.582], [20.989, 15.495, 15.165], [21.345, 16.630, 14.198], [22.724, 16.845, 14.166], [22.940, 18.106, 13.534], [20.744, 11.066, 16.518], [21.242, 11.211, 14.927], [19.946, 12.284, 15.516], [22.960, 13.702, 17.542], [21.711, 12.631, 18.131], [20.564, 14.642, 18.345], [19.965, 14.023, 16.852], [22.083, 15.982, 16.837], [20.005, 15.111, 14.897], [21.656, 14.751, 14.729], [20.748, 17.434, 14.628], [20.965, 16.536, 13.180], [22.414, 18.876, 14.099], [22.586, 18.228, 12.510], [24.025, 18.192, 13.587], [16.760, 7.938, 14.944], [17.097, 7.810, 16.300], [18.427, 8.021, 16.611], [18.690, 8.322, 18.106], [18.599, 9.753, 18.364], [19.086, 10.196, 19.676], [18.659, 11.641, 19.960], [17.338, 11.988, 19.704], [16.297, 11.227, 20.290], [17.082, 7.089, 14.341], [17.145, 8.811, 14.418], [15.680, 8.011, 14.812], [18.839, 8.804, 15.975], [18.940, 7.114, 16.288], [19.625, 7.872, 18.440], [17.905, 7.745, 18.594], [17.872, 10.397, 18.086], [20.175, 10.184, 19.713], [18.807, 9.505, 20.472], [19.182, 12.289, 19.256], [18.880, 11.961, 20.978], [16.505, 11.043, 21.344], [16.313, 10.226, 19.860], [15.417, 11.850, 20.130], [11.021, 14.217, 14.730], [11.448, 15.562, 14.615], [11.830, 16.166, 15.835], [11.620, 17.683, 15.891], [12.806, 18.307, 15.228], [12.660, 19.797, 15.357], [13.848, 20.250, 14.501], [13.824, 19.862, 13.132], [12.762, 20.345, 12.323], [10.472, 13.845, 13.866], [10.241, 14.014, 15.464], [11.850, 13.537, 14.929], [12.805, 15.884, 16.232], [11.143, 15.871, 16.628], [11.689, 17.997, 16.933], [10.781, 18.129, 15.357], [12.729, 18.251, 14.223], [12.864, 20.020, 16.404], [11.649, 20.107, 15.091], [14.772, 19.832, 14.901], [13.997, 21.317, 14.664], [12.267, 19.444, 11.960], [13.169, 20.889, 11.471], [12.090, 20.974, 12.908], [16.367, 28.335, 14.062], [17.052, 27.808, 15.144], [17.880, 28.708, 15.855], [18.585, 27.890, 16.978], [17.675, 27.645, 18.082], [18.224, 26.715, 19.075], [17.163, 26.323, 20.114], [15.921, 25.920, 19.572], [15.158, 25.101, 20.480], [16.771, 29.290, 13.726], [15.331, 28.368, 14.400], [16.393, 27.701, 13.176], [17.312, 29.592, 16.144], [18.637, 29.078, 15.163], [19.459, 28.422, 17.355], [18.956, 26.931, 16.618], [16.739, 27.384, 17.807], [19.101, 27.124, 19.576], [18.427, 25.749, 18.612], [16.917, 27.198, 20.715], [17.608, 25.525, 20.708], [15.783, 24.249, 20.750], [14.220, 24.747, 20.052], [14.935, 25.792, 21.292], [15.525, 23.148, 12.831], [15.555, 23.189, 14.246], [14.868, 24.292, 14.805], [15.277, 24.514, 16.284], [14.656, 23.636, 17.294], [15.236, 22.289, 17.177], [16.589, 22.100, 17.942], [16.262, 22.034, 19.303], [17.329, 21.930, 20.257], [14.526, 23.045, 12.408], [16.050, 22.287, 12.417], [15.955, 24.021, 12.340], [13.803, 24.222, 14.588], [15.187, 25.226, 14.343], [15.032, 25.559, 16.474], [16.365, 24.450, 16.324], [14.948, 23.985, 18.196], [15.440, 22.039, 16.136], [14.512, 21.539, 17.494], [17.399, 22.803, 17.747], [16.986, 21.159, 17.564], [17.902, 21.004, 20.223], [16.977, 22.119, 21.270], [18.020, 22.741, 20.025], [26.069, 18.390, 27.762], [25.221, 18.373, 26.644], [24.413, 17.190, 26.619], [23.474, 17.260, 25.339], [22.330, 18.120, 25.411], [21.129, 17.676, 26.143], [20.098, 18.883, 26.120], [19.654, 18.981, 24.730], [18.474, 19.814, 24.565], [25.549, 18.244, 28.709], [26.662, 19.296, 27.886], [26.797, 17.581, 27.700], [23.856, 17.092, 27.551], [25.039, 16.299, 26.567], [23.079, 16.316, 24.964], [24.179, 17.467, 24.534], [22.617, 19.004, 25.807], [21.309, 17.469, 27.198], [20.669, 16.869, 25.573], [20.648, 19.783, 26.393], [19.397, 18.547, 26.884], [17.642, 19.222, 24.945], [18.336, 19.878, 23.486], [18.554, 20.777, 25.069], [11.835, 27.329, 27.110], [10.433, 27.465, 27.019], [9.910, 28.538, 26.155], [10.426, 28.567, 24.646], [10.114, 27.281, 24.041], [10.601, 27.403, 22.628], [10.180, 26.189, 21.753], [10.887, 24.915, 22.067], [10.766, 23.915, 21.056], [12.268, 28.156, 27.672], [12.352, 27.165, 26.164], [12.117, 26.477, 27.728], [10.171, 29.475, 26.645], [8.829, 28.446, 26.259], [11.503, 28.729, 24.662], [9.908, 29.450, 24.271], [10.787, 26.652, 24.453], [11.633, 27.648, 22.377], [10.116, 28.299, 22.239], [10.329, 26.457, 20.707], [9.107, 26.032, 21.861], [11.241, 24.257, 20.136], [9.717, 23.735, 20.821], [11.183, 22.945, 21.329], [9.077, 21.439, 14.179], [9.418, 20.450, 13.170], [8.533, 19.332, 13.243], [9.179, 18.079, 12.636], [9.144, 18.118, 11.164], [9.319, 16.801, 10.504], [10.761, 16.345, 10.748], [11.709, 17.156, 10.172], [13.038, 16.890, 10.513], [9.828, 22.230, 14.178], [9.243, 21.096, 15.200], [8.087, 21.885, 14.271], [7.608, 19.540, 12.704], [8.370, 19.004, 14.270], [8.806, 17.193, 13.151], [10.249, 18.166, 12.822], [10.057, 18.511, 10.984], [9.132, 16.874, 9.432], [8.593, 16.074, 10.869], [10.784, 15.397, 10.211], [10.937, 16.124, 11.801], [13.334, 17.424, 11.415], [13.486, 17.300, 9.607], [13.327, 15.839, 10.482], [16.242, 22.768, 24.759], [15.004, 22.310, 24.317], [14.140, 21.909, 25.429], [12.943, 21.108, 24.801], [13.286, 20.089, 23.784], [13.770, 18.899, 24.524], [14.356, 17.911, 23.452], [15.606, 18.400, 22.879], [16.477, 17.422, 22.268], [16.905, 22.801, 23.895], [16.697, 21.953, 25.324], [16.344, 23.665, 25.369], [13.775, 22.840, 25.864], [14.743, 21.369, 26.159], [12.259, 21.840, 24.373], [12.347, 20.714, 25.624], [14.122, 20.524, 23.421], [12.992, 18.371, 25.075], [14.584, 19.055, 25.232], [13.748, 17.666, 22.581], [14.528, 16.968, 23.971], [17.227, 17.899, 21.637], [15.976, 16.642, 21.694], [16.973, 16.824, 23.033], [13.268, 11.265, 14.583], [13.750, 12.340, 13.790], [15.053, 12.799, 14.197], [16.140, 11.793, 13.853], [17.524, 12.166, 14.076], [18.104, 13.114, 13.155], [18.141, 12.795, 11.617], [19.066, 11.827, 11.311], [19.639, 11.990, 10.011], [12.452, 10.686, 14.149], [12.929, 11.732, 15.508], [14.100, 10.635, 14.896], [15.113, 13.075, 15.250], [15.242, 13.711, 13.630], [15.981, 11.462, 12.827], [15.992, 10.837, 14.355], [18.074, 11.325, 14.182], [19.145, 13.244, 13.448], [17.550, 14.028, 13.371], [18.481, 13.752, 11.222], [17.124, 12.592, 11.280], [20.269, 12.873, 9.907], [18.817, 12.146, 9.312], [20.146, 11.063, 9.744], [18.708, 18.222, 7.553], [18.986, 17.703, 8.835], [18.557, 18.556, 9.930], [18.633, 17.627, 11.218], [18.329, 18.390, 12.455], [18.867, 19.771, 12.666], [18.789, 20.295, 14.154], [19.705, 19.488, 14.873], [19.740, 19.762, 16.253], [19.105, 19.233, 7.467], [17.646, 18.352, 7.343], [19.279, 17.600, 6.864], [17.540, 18.838, 9.657], [19.201, 19.431, 10.015], [19.601, 17.139, 11.112], [17.894, 16.826, 11.186], [18.354, 17.821, 13.289], [18.456, 20.513, 11.982], [19.929, 19.720, 12.425], [17.744, 20.323, 14.463], [19.180, 21.304, 14.283], [20.390, 19.107, 16.833], [18.766, 19.606, 16.716], [20.096, 20.778, 16.424], [15.900, 16.909, 13.483], [17.117, 16.412, 14.046], [17.419, 16.869, 15.335], [16.678, 16.049, 16.445], [17.045, 16.627, 17.777], [16.389, 17.920, 18.200], [14.896, 17.713, 18.400], [14.134, 18.891, 18.674], [14.362, 19.425, 19.949], [15.774, 17.904, 13.910], [15.047, 16.302, 13.789], [15.819, 17.019, 12.402], [17.314, 17.951, 15.421], [18.494, 16.741, 15.458], [17.088, 15.040, 16.400], [15.602, 15.937, 16.309], [16.826, 15.871, 18.410], [16.597, 18.645, 17.412], [16.779, 18.329, 19.132], [14.676, 17.034, 19.224], [14.488, 17.241, 17.506], [15.441, 19.457, 20.104], [13.888, 18.767, 20.678], [13.925, 20.419, 20.039], [13.459, 13.822, 18.446], [12.100, 14.226, 18.474], [11.823, 15.479, 19.076], [12.027, 15.511, 20.635], [11.349, 14.403, 21.360], [11.817, 14.349, 22.758], [13.258, 13.831, 23.004], [13.650, 14.132, 24.320], [15.027, 13.660, 24.585], [13.670, 12.776, 18.225], [13.972, 14.104, 19.366], [14.031, 14.302, 17.652], [10.800, 15.662, 18.747], [12.319, 16.327, 18.602], [11.466, 16.378, 20.983], [13.104, 15.628, 20.751], [10.350, 14.553, 21.377], [11.126, 13.636, 23.209], [11.726, 15.287, 23.306], [13.893, 14.229, 22.213], [13.265, 12.762, 22.789], [15.800, 14.295, 24.152], [15.220, 12.602, 24.410], [15.117, 13.880, 25.649]]}